A structure of composition C38H64F36N10O26S12 at a distorted geometry. Source: the Open Molecules 2025 dataset; level of theory: wB97M-V/def2-TZVPD.

Structure (ORCA input):
```
! wB97M-V def2-TZVPD RIJCOSX def2/J DEFGRID3
* xyz -2 1
C 8.162 -2.760 -1.270
N 6.631 -3.089 -1.087
C 5.791 -2.083 -1.897
C 6.338 -4.556 -1.331
C 6.482 -2.707 0.426
C 5.031 -3.055 0.955
O 4.056 -2.110 0.652
H 8.609 -3.698 -0.940
H 8.420 -1.811 -0.800
H 8.354 -2.694 -2.341
H 6.115 -1.049 -1.775
H 4.723 -2.268 -1.782
H 6.028 -2.391 -2.915
H 6.440 -5.190 -0.450
H 6.956 -4.958 -2.133
H 5.308 -4.602 -1.684
H 6.774 -1.693 0.699
H 7.193 -3.261 1.038
H 5.123 -3.144 2.038
H 4.756 -4.093 0.772
H 3.526 -2.178 1.449
C -1.807 -1.644 5.744
N -1.290 -1.495 7.219
C -0.925 -0.005 7.450
C -2.448 -1.926 8.126
C -0.019 -2.410 7.453
C 0.294 -2.843 8.913
O 0.256 -1.718 9.685
H -0.943 -1.651 5.080
H -2.462 -0.792 5.566
H -2.335 -2.597 5.692
H -1.847 0.572 7.368
H -0.180 0.388 6.758
H -0.600 0.228 8.463
H -3.315 -1.316 7.871
H -2.161 -1.675 9.148
H -2.719 -2.978 8.035
H 0.807 -1.817 7.059
H -0.130 -3.281 6.807
H 1.294 -3.267 9.009
H -0.489 -3.512 9.270
H 0.106 -1.958 10.602
C 4.076 9.087 -2.407
C 4.583 7.740 -1.772
C 3.375 6.840 -1.369
N 3.748 5.580 -0.557
C 4.841 4.743 -1.301
C 2.505 4.743 -0.356
C 2.810 3.860 0.848
C 3.566 4.851 1.743
C 4.208 5.921 0.867
H 3.695 9.788 -1.665
H 3.266 8.791 -3.074
H 4.712 9.616 -3.117
H 5.044 8.120 -0.860
H 5.330 7.165 -2.320
H 2.959 6.498 -2.317
H 2.585 7.357 -0.826
H 5.842 5.153 -1.168
H 4.533 4.710 -2.346
H 4.775 3.818 -0.730
H 2.280 4.063 -1.177
H 1.699 5.430 -0.095
H 3.439 3.035 0.514
H 1.961 3.417 1.368
H 4.229 4.471 2.520
H 2.943 5.485 2.372
H 5.296 5.984 0.867
H 3.743 6.889 1.049
C -2.508 -0.503 1.819
C -1.956 -0.837 0.404
C -1.039 0.338 -0.061
N 0.079 -0.065 -1.070
C 1.040 1.178 -1.196
C -0.469 -0.473 -2.434
C 0.149 -1.903 -2.672
C 0.392 -2.476 -1.340
C 0.916 -1.237 -0.597
H -2.754 0.559 1.845
H -1.660 -0.749 2.459
H -3.378 -1.126 2.027
H -2.756 -1.087 -0.293
H -1.380 -1.739 0.613
H -0.562 0.750 0.829
H -1.634 1.122 -0.529
H 0.506 2.104 -1.410
H 1.746 0.914 -1.984
H 1.484 1.158 -0.201
H -0.213 0.230 -3.226
H -1.543 -0.648 -2.370
H 1.105 -1.949 -3.192
H -0.450 -2.525 -3.336
H 1.171 -3.238 -1.341
H -0.368 -3.082 -0.845
H 1.971 -1.028 -0.772
H 0.770 -1.233 0.484
C -11.417 0.555 1.629
F -11.401 1.649 0.827
F -10.892 0.857 2.827
F -12.671 0.307 1.865
S -10.513 -0.970 0.865
O -10.684 -2.028 1.847
O -11.290 -1.179 -0.390
N -8.855 -0.448 0.507
S -8.209 -1.796 0.178
O -8.194 -2.739 1.322
O -8.505 -2.321 -1.121
C -6.339 -1.363 0.202
F -5.914 -1.033 1.450
F -5.654 -2.372 -0.230
F -6.271 -0.358 -0.646
C -6.795 -5.364 -3.098
F -5.888 -4.676 -3.763
F -6.966 -4.793 -1.966
F -7.882 -5.551 -3.799
S -6.170 -7.202 -2.686
O -6.931 -7.598 -1.489
O -6.362 -8.039 -3.837
N -4.550 -7.372 -1.995
S -3.624 -6.820 -3.263
O -2.622 -7.851 -3.341
O -4.372 -6.559 -4.495
C -2.844 -5.119 -2.652
F -2.171 -4.600 -3.648
F -3.909 -4.290 -2.437
F -1.998 -5.313 -1.652
C 4.921 0.937 -4.502
F 6.102 0.547 -4.989
F 5.091 0.935 -3.139
F 4.568 2.202 -4.900
S 3.544 -0.288 -5.157
O 2.280 0.184 -4.559
O 3.503 -0.210 -6.631
N 4.103 -1.814 -4.624
S 3.364 -2.795 -5.573
O 1.889 -2.662 -5.529
O 3.957 -2.874 -6.877
C 3.700 -4.535 -4.774
F 3.859 -5.404 -5.850
F 4.659 -4.461 -3.834
F 2.649 -4.896 -4.057
C 2.434 0.542 2.728
F 3.027 1.585 3.357
F 1.163 0.836 2.432
F 3.005 0.405 1.554
S 2.610 -1.061 3.830
O 3.999 -1.052 4.324
O 1.603 -0.838 4.849
N 2.300 -2.320 2.638
S 1.305 -3.285 3.247
O 1.566 -3.870 4.588
O -0.082 -2.871 3.013
C 1.602 -4.881 1.970
F 1.183 -5.953 2.655
F 0.868 -4.777 0.832
F 2.885 -5.015 1.696
C -5.769 -0.114 -4.188
F -5.929 -1.310 -3.510
F -5.652 -0.364 -5.479
F -6.878 0.674 -3.955
S -4.100 0.668 -3.558
O -4.315 0.738 -2.127
O -3.065 -0.279 -4.005
N -3.930 2.071 -4.469
S -2.919 2.836 -3.608
O -3.721 3.681 -2.693
O -1.702 2.164 -3.134
C -2.291 4.157 -4.866
F -1.757 3.554 -5.987
F -3.388 5.013 -5.157
F -1.274 4.838 -4.392
C -1.237 4.589 3.168
F -1.719 3.380 3.616
F -1.957 5.613 3.600
F 0.029 4.741 3.603
S -1.393 4.494 1.195
O -0.429 3.518 0.620
O -2.726 4.093 0.989
N -0.946 6.094 0.834
S -1.886 6.244 -0.427
O -1.720 5.256 -1.480
O -3.303 6.641 -0.197
C -1.254 7.890 -1.208
F -1.716 7.936 -2.428
F -1.467 8.990 -0.406
F 0.042 7.753 -1.324
*
```

The lowest unoccupied orbital energy is 0.0422 hartree. The energy above the lowest of the compared OMol25 structures with the same formula, charge and spin comes out at 5.502 eV.